(1)
76
Properties=species:S:1:pos:R:3:mulliken_charge:R:1 method="wB97M-V/def2-TZVPD" total_charge=+2
Ta 0.00678 1.37600 -0.18137 0.02
Br -1.83473 0.32533 -5.08972 -0.04
C -0.37959 1.23309 -4.37239 -0.54
C 0.58814 1.78578 -5.27394 -0.33
C 1.74276 2.51551 -4.86170 -0.04
Br 2.49249 3.80633 -5.97252 -0.11
C 2.26333 2.48306 -3.56036 -0.11
C 3.34047 3.25776 -2.98894 -0.39
C 3.35187 3.65363 -1.62406 -1.00
C 2.34454 3.17990 -0.78942 0.04
N 1.29260 2.48956 -1.31423 -0.07
C 1.30054 2.01148 -2.65178 0.75
C 0.05525 1.47914 -3.05796 0.85
O -0.63915 0.95434 -2.01509 -0.13
H 0.49648 1.52764 -6.34024 0.43
H 4.12237 3.59527 -3.64313 0.55
H 4.17066 4.21831 -1.22910 0.47
H 2.32660 3.19514 0.29242 0.51
C 2.08911 -3.39037 2.68336 -1.26
C 1.78123 -1.91326 2.57851 1.33
C 0.97361 -1.35597 3.67070 -1.39
C 3.03706 -1.09226 2.34978 -1.62
Sb 0.62004 -1.43605 0.62450 0.61
C -1.43305 -2.52994 0.77095 1.62
C -1.87062 -2.44592 2.20016 -1.50
C -1.19490 -3.95359 0.46414 -1.54
C -2.39535 -1.89109 -0.19575 -1.87
C 2.08468 -2.56623 -1.11391 1.23
C 3.19403 -1.51238 -1.25660 -1.31
C 2.42092 -3.99494 -0.66340 -1.35
C 1.12027 -2.70321 -2.28600 -1.10
H 2.23367 -3.66386 3.75643 0.46
H 2.94596 -3.65345 2.03377 0.25
H 1.28301 -3.95861 2.24451 0.18
H 1.40109 -1.25245 4.66803 0.50
H 0.04589 -1.94351 3.89685 0.21
H 0.58797 -0.35396 3.38522 0.32
H 3.79614 -1.23723 3.16470 0.44
H 2.79078 -0.02789 2.33212 0.30
H 3.56856 -1.41722 1.44219 0.33
H -1.17237 -3.01358 2.92073 0.28
H -2.85532 -2.90035 2.23224 0.59
H -1.97099 -1.42993 2.59356 0.16
H -0.47413 -4.46054 1.14072 0.26
H -0.84577 -4.14909 -0.54332 0.27
H -2.20695 -4.42463 0.57303 0.54
H -2.51979 -0.85531 0.05992 0.32
H -3.35246 -2.39737 -0.12316 0.52
H -2.05511 -1.96746 -1.20243 0.43
H 3.75307 -1.48188 -0.33875 0.45
H 2.80205 -0.49356 -1.49889 0.08
H 3.87003 -1.81389 -2.09709 0.43
H 3.26764 -4.02644 0.06449 0.29
H 2.63812 -4.62569 -1.54701 0.51
H 1.59037 -4.43602 -0.10493 0.25
H 0.85908 -1.71545 -2.64373 0.09
H 0.15963 -3.23177 -2.10900 0.20
H 1.65105 -3.24670 -3.12011 0.53
C -1.88230 2.48539 3.45891 -0.70
C -2.78226 3.16166 2.39667 0.26
C -3.77604 4.07386 2.73171 -0.52
C -4.64526 4.57883 1.73929 -0.73
C -4.54892 3.97918 0.50976 -0.51
C -3.61364 3.00747 0.15594 0.61
C -3.71454 2.15852 -1.12275 -0.73
C -2.46786 2.88912 1.03680 0.51
N -1.17491 2.48029 0.67028 -0.22
H -2.28237 2.68399 4.46912 0.43
H -0.80943 2.74452 3.37541 0.20
H -1.97649 1.37512 3.26209 -0.08
H -3.76187 4.52247 3.75790 0.34
H -5.27299 5.47207 1.86522 0.38
H -5.18797 4.31766 -0.31027 0.35
H -4.38273 2.75142 -1.78032 0.43
H -4.19761 1.15891 -0.94589 0.19
H -2.78248 2.03529 -1.60290 -0.07

---

(2)
77
Properties=species:S:1:pos:R:3:mulliken_charge:R:1 method="wB97M-V/def2-TZVPD" total_charge=+3
Ta 1.02183 -1.27559 0.85181 -0.62
C -3.60775 5.32176 -0.04909 -2.08
C -3.08825 4.60768 1.19955 1.80
C -2.16129 5.56798 1.96615 -1.55
C -4.28526 4.23131 2.09034 -1.54
C -2.31831 3.33970 0.85797 -0.41
C -1.72329 2.60786 1.90079 -0.07
C -1.04416 1.48421 1.55071 -0.05
Br -0.06077 0.44259 2.86669 -0.05
C -0.91242 1.01200 0.24905 0.35
O -0.15876 -0.12862 0.11659 0.84
C -1.46289 1.72090 -0.80855 -1.15
C -2.16020 2.87740 -0.45071 -0.33
C -1.30329 1.25088 -2.25958 2.33
C -1.97115 -0.12340 -2.42620 -1.37
C -1.95951 2.22454 -3.24292 -2.30
C 0.19196 1.16541 -2.60854 -1.62
H -4.12530 6.23111 0.25511 0.44
H -4.32637 4.71106 -0.60134 0.41
H -2.79587 5.62002 -0.71739 0.44
H -2.69973 6.49303 2.17299 0.46
H -1.27517 5.81802 1.37861 0.37
H -1.84041 5.15785 2.92607 0.34
H -4.82763 5.13768 2.36128 0.46
H -3.97291 3.74419 3.01696 0.34
H -4.97582 3.56820 1.56513 0.38
H -1.79666 2.92840 2.93162 0.55
H -2.60426 3.45508 -1.24400 0.77
H -3.04056 -0.06129 -2.21879 0.41
H -1.53668 -0.87850 -1.76584 0.01
H -1.84788 -0.46781 -3.45432 0.45
H -3.03659 2.30207 -3.08289 0.48
H -1.80710 1.85947 -4.25867 0.44
H -1.51996 3.22215 -3.18299 0.48
H 0.70857 0.38072 -2.04530 0.08
H 0.68711 2.12165 -2.42382 0.43
H 0.30190 0.93004 -3.66795 0.57
O 2.49802 -2.23940 2.25660 -0.37
C 1.98190 -2.75651 3.51368 -0.89
C 0.58119 -3.22779 3.26015 0.78
C -0.05730 -4.03151 4.17822 -0.94
C -1.36092 -4.43870 3.93129 -0.31
C -1.98899 -4.03187 2.76036 -0.88
C -1.30564 -3.22481 1.88653 -0.25
N -0.03329 -2.82281 2.12621 0.12
H 3.45891 -2.35675 2.20414 0.23
H 2.00060 -1.96810 4.26596 0.32
H 2.60693 -3.57777 3.85600 0.62
H 0.46312 -4.33748 5.07782 0.52
H -1.87735 -5.07028 4.64311 0.47
H -2.99884 -4.34019 2.52635 0.48
H -1.76521 -2.88606 0.96960 0.54
C 3.19340 0.39530 0.86110 -1.26
Si 3.69389 -0.73588 -0.59635 0.30
C 5.07271 -1.87990 -0.15870 -1.23
C 3.85514 0.29862 -2.09766 -1.04
N 2.18599 -1.74988 -0.61579 1.36
C 1.91956 -2.66297 -1.67448 0.99
C 2.77695 -3.01025 -2.71272 -0.60
C 2.35880 -3.91981 -3.67441 -1.08
C 1.09288 -4.49747 -3.61389 -0.58
C 0.22602 -4.17033 -2.57438 -1.13
C 0.69110 -3.26852 -1.66473 0.42
F -0.11010 -2.87163 -0.57705 0.24
H 4.02299 1.11490 0.90262 0.58
H 3.16135 -0.01769 1.87719 0.50
H 2.30805 1.03546 0.68905 0.38
H 5.83774 -1.36687 0.43246 0.46
H 5.57151 -2.24242 -1.06132 0.37
H 4.73513 -2.76660 0.38511 0.39
H 4.82671 0.80494 -2.06411 0.46
H 3.07915 1.06609 -2.12574 0.28
H 3.80995 -0.26384 -3.03029 0.40
H 3.77625 -2.59396 -2.77427 0.35
H 3.03261 -4.18193 -4.47908 0.47
H 0.77763 -5.20354 -4.37036 0.47
H -0.76369 -4.60151 -2.48678 0.54

---

(3)
DFT (ωB97M-V/def2-TZVPD) results for a cluster of 9 separate species, C29H40Cl12N6 in total in a non-equilibrium geometry.

```
87
Properties=species:S:1:pos:R:3:mulliken_charge:R:1
Cl 2.96466 6.55130 -0.97772 -0.12
C 1.68318 5.42493 -1.49091 0.25
Cl 2.43348 4.03597 -2.27476 -0.09
Cl 0.76263 4.93320 -0.09341 0.00
Cl 0.64174 6.27610 -2.63682 -0.08
Cl -4.87679 -5.08924 1.19339 -0.11
C -4.79822 -3.37851 0.79108 0.25
Cl -5.74364 -2.44107 1.94408 -0.09
Cl -3.12568 -2.79627 0.82675 0.03
Cl -5.41200 -3.18385 -0.86568 -0.12
Cl -4.49671 -1.91115 7.34044 -0.11
C -3.24293 -0.99675 6.48131 0.34
Cl -2.59639 0.23661 7.60496 -0.12
Cl -1.93947 -2.09890 6.05923 -0.09
Cl -3.89052 -0.19433 5.08442 -0.05
C 4.20110 -0.65643 3.60387 0.21
C 5.61236 -0.87122 3.48892 -0.81
C 5.87681 -2.16972 3.76682 -0.48
N 4.67980 -2.78726 4.01185 0.01
C 3.67243 -1.87311 3.94532 -0.79
H 3.68742 0.22990 3.27484 0.41
H 6.29701 -0.11510 3.14032 0.38
H 6.82022 -2.68516 3.81070 0.39
H 4.62087 -3.75277 4.28025 0.21
H 2.65144 -2.19160 4.07959 0.50
C -4.10294 2.27229 0.26214 -0.73
C -3.60723 3.51688 0.71621 -0.97
C -2.38560 3.26838 1.29985 -0.29
N -2.14519 1.93286 1.23142 0.48
C -3.16695 1.30778 0.56071 -0.51
H -4.97799 2.00686 -0.31143 0.43
H -4.10077 4.45958 0.55047 0.40
H -1.69383 3.94558 1.77272 0.48
H -1.26459 1.46256 1.45411 -0.01
H -3.13429 0.23816 0.43894 0.45
C 0.93555 -0.70902 -5.22959 -0.15
C 2.28926 -0.31579 -5.40005 -0.43
C 2.40598 0.15105 -6.68311 -0.57
N 1.18954 0.03066 -7.28799 0.02
C 0.26270 -0.42512 -6.38596 -1.15
H 0.51540 -1.10209 -4.31890 0.55
H 3.05616 -0.40802 -4.65030 0.43
H 3.24197 0.60961 -7.18298 0.40
H 1.05796 0.31368 -8.24227 0.20
H -0.76032 -0.56956 -6.69175 0.70
C 0.34800 -4.65445 1.27638 -0.07
C -0.44079 -5.36038 0.31066 -0.77
C 0.14009 -5.08891 -0.89041 -0.51
N 1.28213 -4.36412 -0.70992 0.01
C 1.39542 -4.08431 0.63049 -0.71
H 0.19392 -4.52920 2.33668 0.43
H -1.34372 -5.93296 0.42690 0.47
H -0.23144 -5.32029 -1.87690 0.41
H 1.98416 -4.20499 -1.40899 0.23
H 2.23719 -3.55415 1.04584 0.58
C -1.66225 3.25603 -3.56460 -0.23
C -2.64002 3.59000 -4.54631 -0.97
C -2.41058 2.76733 -5.61409 -0.52
N -1.32621 1.98318 -5.33949 0.24
C -0.87934 2.26006 -4.07060 -0.32
H -1.46733 3.75800 -2.62879 0.54
H -3.39342 4.34947 -4.43116 0.40
H -2.92317 2.64084 -6.55427 0.37
H -0.98694 1.18287 -5.85235 0.13
H 0.01861 1.78249 -3.72267 0.41
C 1.01896 2.56503 2.77562 -1.49
C 1.22741 1.72829 1.53695 0.09
N 0.44334 0.49494 1.49439 1.32
C 0.84269 -0.28176 0.35746 -0.42
C 0.40864 0.25011 -1.01634 -1.27
C 0.37909 -0.25700 2.75017 -0.24
C -0.62272 -1.39491 2.67501 -0.31
H -0.05845 2.64504 2.95452 0.32
H 1.38794 3.57912 2.62309 0.39
H 1.48998 2.15822 3.66714 0.32
H 1.02031 2.28660 0.62381 -0.10
H 2.30166 1.46522 1.46464 0.39
H 1.94320 -0.46392 0.31310 0.36
H 0.57358 -1.33683 0.41447 -0.27
H 1.19011 0.79157 -1.54682 0.37
H 0.14912 -0.62667 -1.61262 0.33
H -0.49032 0.86338 -0.94015 0.15
H 0.09971 0.36061 3.59744 0.50
H 1.37188 -0.72727 2.86321 -0.09
H -1.63194 -1.00872 2.50105 0.16
H -0.56966 -1.99977 3.57719 0.20
H -0.46650 -2.04969 1.81917 -0.48
```

---

Short version: E = -6758.39297; -4408.58987; -6979.75288 hartree, in the order given.